1.
Formula: Cl3H7Si4
Source: OMol25
Level of theory: ωB97M-V with the def2-TZVPD basis set

Geometry (Å):
Si  -1.4783  -1.1362  0.6515
Si  0.0672  0.4292  0.0092
Si  2.2225  0.5309  0.7306
Si  2.6675  -3.2809  2.2507
Cl  2.6194  -3.3321  0.2088
Cl  0.6503  -3.4364  2.6782
Cl  2.2518  -0.1091  2.7014
H  -2.9365  -1.1641  -0.0303
H  -1.3648  -2.5275  0.4676
H  -1.5732  -1.1443  2.1506
H  -0.5274  1.8360  0.1507
H  0.3701  0.3386  -1.3583
H  3.1308  1.6225  1.0236
H  3.3531  -0.1820  0.0218

Forces on atoms 1 to 3 (eV/Å):
Si -2.5 -0.3 0.7
Si -0.7 1.6 0.3
Si 2.1 -0.6 0.6

For the energy relative to the best compared isomer or geometry (same formula, charge and spin), the calculation gives 1.6951 eV. The calculation puts the HOMO energy at -9.4 eV. As for the HOMO-LUMO gap: 0.3300 Eh. As for the charge: 0. The spin multiplicity is 1. As for the total energy: -69191.9183 eV.

***

2.
Formula: Cl3H7Si4
Source: OMol25
Level of theory: ωB97M-V with the def2-TZVPD basis set

Geometry (Å):
Si  -0.0560  -0.6081  -1.7436
Si  -0.3283  0.6229  0.1667
Si  1.7293  1.1376  1.2798
Si  3.2028  3.6736  -2.3739
Cl  4.5024  3.8972  -0.7612
Cl  1.4604  4.0501  -1.4728
Cl  3.0577  0.8074  -0.2016
H  -1.2915  -1.0570  -2.2311
H  0.6151  0.2082  -2.8219
H  0.6794  -1.7410  -1.0466
H  -1.1686  -0.1119  1.1224
H  -1.1259  1.7302  -0.1200
H  2.2716  0.8665  2.5914
H  1.6195  2.5649  1.3782

Forces on atoms 1 to 3 (eV/Å):
Si 1.8 0.2 0.8
Si 0.7 -1.2 1.2
Si -1.4 0.7 -0.5

For the energy relative to the best compared isomer or geometry (same formula, charge and spin), the calculation gives 1.2564 eV. The calculation puts the HOMO energy at -9.6 eV. As for the HOMO-LUMO gap: 0.3284 Eh. As for the charge: 0. The spin multiplicity is 1. As for the total energy: -69192.3570 eV.